Molecular formula: C5H8N2
Method: DFT, ωB97M-V with the def2-TZVPD basis set

Relative energy (zero: lowest compared OMol25 entry of this formula, charge and spin): 92.23 kcal/mol
E_tot: -304.68851 Eh
Frontier orbital gap: 0.3227 Ha

Bonds (Å) are listed after each position.
Geometry (Å):
1 C -2.0148 -1.0596 0.3399  N2 1.464, H8 1.096, H9 1.094, H10 1.096
2 N -0.7844 -0.3574 -0.0302  C1 1.464, C3 1.386, C7 1.346
3 C -0.6630 0.4298 -1.1648  N2 1.386, C4 1.402, H11 1.090
4 C 0.5988 1.0269 -1.2973  C3 1.402, C5 1.512
5 C 1.2170 0.6058 0.0165  C4 1.512, N6 1.438, C7 1.436, H12 1.200
6 N 2.6011 0.7587 0.3763  C5 1.438, H13 1.022, H14 1.019
7 C 0.3288 -0.2750 0.7214  N2 1.346, C5 1.436, H15 1.087
8 H -2.4868 -1.4323 -0.5760  C1 1.096
9 H -1.7810 -1.9027 0.9971  C1 1.094
10 H -2.7070 -0.3768 0.8468  C1 1.096
11 H -1.5061 0.4611 -1.8543  C3 1.090
12 H 0.6884 1.6829 0.0290  C5 1.200
13 H 3.0139 1.3825 -0.3204  N6 1.022
14 H 3.0673 -0.1390 0.2508  N6 1.019
15 H 0.4277 -0.8047 1.6651  C7 1.087